{
  "formula": "C33H38BiF6N5O9S10Se",
  "method": "the ωB97M-V functional and the def2-TZVPD basis",
  "symbols": ["Bi", "F", "C", "F", "F", "S", "O", "O", "N", "S", "O", "O", "C", "F", "F", "F", "C", "N", "C", "Se", "N", "C", "C", "C", "C", "C", "C", "H", "H", "H", "H", "H", "H", "H", "H", "C", "C", "C", "C", "H", "H", "H", "H", "H", "H", "H", "H", "H", "O", "S", "C", "C", "C", "C", "C", "C", "C", "C", "C", "C", "C", "C", "H", "H", "H", "H", "H", "H", "H", "H", "H", "H", "C", "N", "C", "S", "N", "C", "H", "H", "H", "H", "H", "H", "H", "H", "O", "S", "O", "O", "O", "C", "S", "C", "C", "S", "S", "C", "S", "S", "H", "H", "H"],
  "coordinates": [[-0.10161, 1.55120, -1.00602], [0.23612, 5.93235, -3.62067], [-1.03444, 5.51154, -3.62970], [-1.04705, 4.26762, -4.12141], [-1.72374, 6.29505, -4.46605], [-1.71818, 5.55940, -1.91814], [-0.89824, 4.61741, -1.21089], [-1.63587, 6.94708, -1.57724], [-3.22420, 5.17533, -2.13954], [-3.95376, 3.80801, -1.91364], [-5.22793, 4.02809, -1.28742], [-3.14252, 2.72230, -1.44412], [-4.41777, 3.33588, -3.64358], [-3.38847, 2.80976, -4.29830], [-5.40099, 2.42943, -3.61155], [-4.86225, 4.39150, -4.33659], [4.26654, 1.01974, -3.83982], [4.26106, 1.02827, -2.39408], [3.42885, 1.72886, -1.57539], [2.05676, 2.86271, -2.16770], [3.78425, 1.49071, -0.31562], [4.83020, 0.59166, -0.29412], [5.50337, 0.00158, 0.76626], [6.51775, -0.87864, 0.43899], [6.84473, -1.16611, -0.89422], [6.16457, -0.58425, -1.95004], [5.14709, 0.30043, -1.61567], [3.49984, 1.70372, -4.19386], [4.05155, 0.01641, -4.20870], [5.24331, 1.34172, -4.20347], [3.39576, 1.92173, 0.59436], [5.20954, 0.20772, 1.78534], [7.06426, -1.37346, 1.23137], [7.64006, -1.87063, -1.10181], [6.40296, -0.81901, -2.97893], [2.12953, -2.31583, -2.22269], [0.97090, -1.32174, -2.31495], [1.03410, -0.53891, -3.62021], [0.94870, -0.45392, -1.05053], [2.12656, -3.01238, -3.06659], [2.07749, -2.89242, -1.29661], [3.09096, -1.78934, -2.21801], [0.03678, -1.88930, -2.33738], [1.03794, -1.21692, -4.47882], [1.92589, 0.08676, -3.67163], [0.16230, 0.11051, -3.73242], [1.95239, -0.27490, -0.66560], [0.42943, -0.99668, -0.25852], [2.58952, -1.49563, 1.89688], [1.19892, -1.28427, 2.40178], [0.72470, -2.86285, 3.13461], [1.59722, -3.92965, 3.01857], [1.22026, -5.17060, 3.51953], [-0.02045, -5.33253, 4.11754], [-0.89197, -4.25282, 4.21611], [-0.52547, -3.01172, 3.72117], [1.33377, -0.40692, 3.95825], [0.31961, 0.44457, 4.34430], [0.43025, 1.09549, 5.56915], [1.54347, 0.89889, 6.36541], [2.57069, 0.05480, 5.94608], [2.46783, -0.60375, 4.73603], [2.55094, -3.76809, 2.53136], [1.89559, -6.01324, 3.43267], [-0.31642, -6.30245, 4.49816], [-1.86744, -4.37829, 4.66913], [-1.21154, -2.17410, 3.77847], [-0.52126, 0.63832, 3.69039], [-0.34041, 1.79406, 5.86596], [1.63240, 1.42674, 7.30748], [3.45257, -0.07587, 6.56178], [3.25469, -1.25226, 4.36978], [-5.56053, 0.11936, -0.31502], [-4.23711, 0.11476, 0.26669], [-3.86642, 0.20582, 1.53173], [-2.29981, -0.23608, 2.01439], [-4.74558, 0.66353, 2.47417], [-5.72916, 1.70959, 2.21385], [-5.42870, -0.13729, -1.36449], [-6.04451, 1.09352, -0.26977], [-6.19891, -0.63441, 0.15499], [-3.48824, -0.14778, -0.37827], [-4.26157, 0.75386, 3.35294], [-6.62405, 1.31765, 1.73468], [-5.32341, 2.51228, 1.59598], [-6.02799, 2.12437, 3.17555], [1.30267, 4.07309, 0.86352], [1.20203, 2.96485, 1.78444], [0.33515, 3.15708, 2.91908], [0.61702, 1.72174, 0.96752], [2.54381, 2.44931, 2.16593], [-1.57235, -3.30646, -0.05677], [-3.33492, -3.34732, -0.46176], [-3.26394, -3.21771, -2.20710], [-2.88653, -2.11580, -2.90852], [-2.37748, -0.57764, -2.34317], [-2.91380, -2.35709, -4.65093], [-3.46507, -3.98756, -4.70535], [-3.73225, -4.83500, -6.11070], [-3.69748, -4.63320, -3.13762], [-1.49128, -3.44246, 1.02044], [-1.16581, -2.33397, -0.32820], [-1.04578, -4.10896, -0.57287]],
  "atomic_forces_ev_per_a": [[-0.06, -0.03, 0.48], [0.02, 0.03, -0.01], [0.01, -0.01, 0.03], [0.00, -0.04, -0.01], [-0.01, 0.01, -0.03], [0.20, -0.01, 0.06], [-0.25, -0.03, -0.18], [-0.01, 0.04, -0.01], [-0.02, 0.06, -0.04], [-0.01, 0.00, 0.12], [0.00, -0.03, -0.02], [0.02, -0.09, 0.01], [-0.05, 0.00, 0.08], [0.07, 0.00, -0.05], [-0.01, -0.07, 0.03], [-0.02, 0.03, -0.02], [0.02, 0.02, -0.06], [-0.06, -0.02, 0.17], [-0.15, 0.25, -0.33], [0.14, 0.06, 0.02], [-0.18, 0.34, 1.33], [0.12, -0.12, 0.10], [-0.05, 0.00, -0.06], [0.03, -0.03, 0.00], [0.00, 0.01, 0.03], [-0.02, 0.02, 0.03], [0.00, -0.01, 0.00], [0.00, -0.01, 0.01], [0.03, 0.01, 0.01], [0.00, 0.02, 0.02], [-0.37, -0.21, -0.78], [0.00, -0.02, 0.04], [-0.01, 0.00, 0.00], [-0.01, 0.00, 0.00], [-0.01, 0.00, 0.01], [0.00, -0.02, -0.01], [0.00, -0.03, 0.03], [-0.02, 0.03, -0.03], [-0.05, -0.01, -0.04], [-0.01, 0.00, 0.00], [0.00, 0.00, 0.00], [0.01, 0.01, 0.00], [0.02, 0.02, 0.00], [0.03, 0.00, 0.00], [-0.04, -0.02, 0.03], [0.00, -0.02, 0.01], [0.10, 0.03, 0.03], [0.00, 0.08, 0.10], [0.02, -0.05, -0.03], [0.18, 0.17, -0.04], [-0.04, 0.00, -0.06], [-0.03, -0.01, 0.00], [0.01, 0.00, 0.00], [0.00, 0.00, 0.00], [0.00, 0.01, 0.00], [-0.03, -0.04, 0.04], [0.09, -0.09, 0.06], [0.01, 0.12, -0.01], [0.00, 0.03, -0.05], [0.03, -0.01, 0.02], [-0.01, 0.01, 0.02], [-0.02, 0.00, -0.02], [0.00, 0.00, 0.00], [0.00, 0.00, 0.00], [0.00, 0.00, 0.00], [0.00, -0.01, 0.00], [0.01, 0.03, -0.03], [0.03, 0.01, 0.02], [0.00, 0.01, 0.00], [0.00, 0.00, 0.00], [0.00, 0.00, 0.00], [0.00, 0.00, 0.00], [-0.03, 0.03, -0.04], [0.23, 0.07, -0.12], [0.07, 0.03, 0.06], [-0.10, -0.01, -0.16], [-0.03, -0.05, -0.02], [-0.02, -0.01, 0.07], [-0.02, -0.04, -0.01], [0.03, 0.02, -0.06], [0.00, 0.04, 0.03], [-0.11, -0.09, 0.03], [-0.04, -0.01, 0.03], [-0.01, -0.01, 0.03], [0.03, 0.02, -0.05], [0.04, 0.03, -0.02], [-0.16, 0.11, -0.14], [0.82, -0.35, -0.14], [-0.16, -0.04, 0.16], [-0.16, -0.21, -0.23], [0.16, -0.10, -0.36], [0.03, -0.02, -0.03], [-0.01, 0.00, -0.01], [-0.02, 0.00, 0.03], [0.19, 0.01, 0.10], [-0.34, 0.21, -0.16], [0.01, 0.02, -0.03], [0.01, -0.04, -0.03], [0.01, 0.02, 0.03], [-0.01, -0.04, 0.00], [-0.01, 0.03, 0.03], [-0.04, -0.02, 0.03], [-0.02, 0.00, 0.00]],
  "lowdin_charge": [1.5459, 0.1146, -0.6748, 0.1128, 0.1220, 0.5661, -0.3561, -0.2800, -0.2981, 0.5563, -0.2997, -0.3679, -0.6763, 0.1277, 0.1195, 0.1183, -0.0460, -0.0617, -0.6490, 0.7094, 0.1610, -0.1678, 0.0161, -0.0838, -0.0956, -0.0178, -0.1722, 0.0478, 0.0920, 0.0965, 0.1503, 0.1240, 0.0987, 0.0950, 0.1062, -0.0727, -0.5179, -0.1086, -0.3772, 0.0734, 0.0769, 0.0624, 0.0767, 0.0812, 0.0249, 0.0404, 0.0281, 0.0023, -0.5143, 0.9714, -0.3569, -0.0750, -0.0907, -0.1027, -0.0834, -0.0929, -0.3616, -0.0943, -0.0662, -0.0916, -0.0903, -0.0736, 0.1006, 0.0953, 0.0928, 0.1015, 0.0667, 0.0301, 0.1083, 0.0931, 0.0929, 0.1067, -0.0730, -0.0453, -0.8407, 0.6536, -0.0549, -0.0897, 0.0806, 0.0662, 0.0902, -0.0232, 0.0858, 0.0618, 0.0915, 0.0790, -0.3825, 0.2693, -0.3267, -0.6678, -0.3964, -0.3911, 0.7879, -1.0223, -1.1349, 0.5248, 0.8855, -1.5441, 0.4131, 0.8704, 0.0131, -0.0152, 0.0459],
  "total_energy_ha": -9428.53491,
  "total_charge": -2
}